Entry from OMol25: C24H29N3O4S in the gas phase at a distorted geometry (the ωB97M-V functional and the def2-TZVPD basis).

XYZ file:
```
61
Properties=species:S:1:pos:R:3:forces:R:3
C 5.6158 0.0207 -0.3174 -0.037 -0.219 0.023
C 4.4005 -0.9051 -0.2339 0.129 0.222 -0.024
C 3.1374 -0.1489 -0.5327 -0.012 -0.207 -0.013
C 2.5547 -0.1775 -1.7920 0.051 0.039 0.204
C 1.4089 0.5441 -2.0740 -0.106 0.085 -0.189
C 0.8118 1.3109 -1.0798 0.304 -0.138 -0.121
N -0.3756 2.0275 -1.2727 0.154 0.297 0.241
C -1.2032 2.0064 -2.3451 -0.166 0.491 0.056
O -0.9578 1.5134 -3.4248 0.058 -0.228 -0.214
C -2.5701 2.6243 -2.0112 0.555 0.376 -0.247
C -3.4344 2.9129 -3.2377 0.010 -0.146 0.111
C -4.8498 2.5856 -2.7623 0.199 -0.058 0.138
C -4.6199 1.3750 -1.8587 -0.723 -0.385 -0.088
N -3.3112 1.6039 -1.2709 0.075 0.090 1.036
S -3.0511 1.4523 0.3539 0.065 -0.543 -0.216
O -4.2900 1.1845 1.0224 -0.021 -0.092 -0.140
O -2.2686 2.5837 0.7994 -0.049 0.068 -0.042
C -1.9622 0.0380 0.4891 -0.482 0.480 -0.283
C -1.6078 -0.7088 -0.6164 -0.131 -0.046 0.024
C -0.6132 -1.6729 -0.5241 0.097 -0.161 0.208
C -0.0069 -1.8568 0.7059 -0.473 0.438 0.006
C -0.4151 -1.1425 1.8425 -0.075 -0.038 -0.197
C -1.3883 -0.1787 1.7358 0.181 -0.182 0.135
C 0.3840 -1.6202 3.0203 -0.073 0.121 0.247
C -0.4876 -2.4549 3.9698 0.148 -0.032 -0.113
C 1.0914 -0.5075 3.7897 0.043 -0.182 -0.164
C 1.3904 -2.5660 2.3548 -0.051 0.100 0.060
O 2.3166 -3.1364 2.8773 0.162 -0.053 0.229
N 1.0426 -2.6913 1.0329 0.095 -0.187 -0.159
C 1.7540 -3.5200 0.0976 0.085 -0.133 -0.031
C 1.3941 1.3556 0.1853 -0.068 0.062 -0.115
C 2.5441 0.6396 0.4464 -0.010 -0.037 -0.080
H 5.5222 0.8361 0.3958 0.025 0.104 0.055
H 6.5278 -0.5293 -0.0984 0.143 0.012 0.020
H 5.6969 0.4473 -1.3148 0.037 0.072 -0.075
H 4.5252 -1.7207 -0.9492 -0.051 -0.067 0.057
H 4.3438 -1.3351 0.7687 -0.014 -0.106 -0.022
H 3.0058 -0.7728 -2.5738 0.051 -0.075 -0.086
H 0.9716 0.5117 -3.0575 -0.031 0.004 -0.035
H -0.7534 2.4535 -0.4283 0.079 -0.028 -0.263
H -2.4382 3.5111 -1.3795 0.000 -0.070 -0.176
H -3.1287 2.2393 -4.0404 0.012 0.061 0.011
H -3.3249 3.9402 -3.5775 0.062 0.003 -0.019
H -5.2519 3.4154 -2.1801 -0.071 -0.001 0.022
H -5.5290 2.3657 -3.5827 -0.050 0.009 0.013
H -4.5945 0.4491 -2.4460 -0.094 0.080 0.044
H -5.3538 1.2714 -1.0594 -0.060 -0.050 -0.182
H -2.0883 -0.5182 -1.5622 0.011 0.033 -0.158
H -0.3131 -2.2362 -1.3922 0.057 -0.051 -0.126
H -1.7047 0.4235 2.5721 0.045 0.065 0.247
H -1.0008 -3.2444 3.4246 -0.078 -0.084 -0.009
H -1.2315 -1.8206 4.4452 -0.080 0.063 0.039
H 0.1389 -2.9080 4.7343 0.040 -0.045 0.092
H 1.8080 -0.9459 4.4803 0.051 -0.004 0.085
H 1.6190 0.1504 3.1052 0.078 0.104 -0.012
H 0.3692 0.0796 4.3511 -0.080 0.074 0.060
H 2.1345 -2.9163 -0.7274 0.015 0.001 -0.030
H 1.1016 -4.3028 -0.2943 0.031 -0.005 -0.029
H 2.5852 -3.9762 0.6339 -0.043 0.015 -0.065
H 0.9309 1.9524 0.9581 -0.048 0.074 0.127
H 2.9988 0.6888 1.4255 0.032 0.010 0.135
```
Forces are in eV/Å.

Properties
Charge   0
SMILES   CCc1ccc(NC(=O)[C@H]2CCCN2S(=O)(=O)c2ccc3c(c2)C(C)(C)C(=O)N3C)cc1

Entry from OMol25: a gas-phase ion, C5H7F2N2 (charge +1) at a distorted geometry (the ωB97M-V functional and the def2-TZVPD basis).

XYZ file:
```
16
Properties=species:S:1:pos:R:3:forces:R:3
C 1.7866 1.1869 -0.4346 1.079 -0.846 1.574
C 0.7559 1.0316 0.3651 -0.330 0.160 0.822
F 0.9632 0.5808 1.6430 -0.169 -0.116 -0.354
C -0.6579 1.4236 0.1602 -2.181 0.407 -1.537
C -1.6742 0.3316 -0.0517 0.568 0.342 0.624
F -2.9165 0.6592 -0.3392 0.968 -0.009 0.213
N -1.3847 -0.8397 0.2152 -0.836 -0.385 0.073
C -0.3186 -1.5413 0.4397 -0.978 -2.583 -0.998
N 0.0952 -2.2983 -0.5853 3.022 -1.971 4.822
H 1.6428 1.6003 -1.4071 0.348 0.109 -0.477
H 2.7632 0.8784 0.0559 -1.069 0.622 -1.286
H -0.7729 1.9507 -0.8372 0.225 0.686 1.681
H -1.1651 1.7964 1.1026 0.993 1.006 -1.093
H -0.0666 -1.8118 1.4716 0.216 0.174 -0.394
H 0.1039 -1.9207 -1.4660 -0.329 0.728 -2.749
H 0.8456 -3.0278 -0.3323 -1.526 1.676 -0.921
```
Forces are in eV/Å.

Properties
Charge   +1
SMILES   C=C(F)C/C(F)=N\C=[NH2+]

Entry from OMol25: 21 unconnected molecules or ions with the total composition C56H157N3O31 at a distorted geometry (the ωB97M-V functional and the def2-TZVPD basis).

XYZ file:
```
247
Properties=species:S:1:pos:R:3:forces:R:3
C -2.4142 -0.0640 -4.1831 0.506 0.044 0.918
C -3.1163 0.5792 -3.0049 0.389 -0.750 0.240
C -3.5026 -0.5365 -2.0363 -1.170 0.019 -0.546
O -2.2863 1.5580 -2.3758 1.434 -1.180 0.931
H -1.3979 -0.3971 -3.8192 -1.313 -0.529 -0.368
H -2.1572 0.6184 -4.9780 -0.515 0.228 -0.490
H -3.1620 -0.8312 -4.4379 1.104 -0.181 -0.753
H -4.0332 1.0550 -3.3072 -0.275 0.572 -0.206
H -4.2930 -1.1894 -2.4588 0.559 0.225 -0.071
H -3.9356 -0.1902 -1.1332 -0.575 0.920 0.954
H -2.6982 -1.1334 -1.6931 1.188 -0.659 -0.182
H -1.4804 1.0137 -2.0381 -1.268 0.947 -0.528
C -3.8075 -3.2196 0.2150 1.661 -0.992 -0.109
C -5.1771 -3.1339 0.7702 -0.762 1.863 -0.120
C -6.1924 -2.5909 -0.2323 -0.825 -1.446 -1.193
O -5.5539 -4.3701 1.3050 -0.296 -0.066 0.337
H -3.8137 -3.9205 -0.6542 0.338 0.642 0.430
H -3.1200 -3.5891 1.0136 -0.486 -0.174 -0.540
H -3.3366 -2.2748 -0.0284 -0.372 0.283 -0.423
H -5.1043 -2.3354 1.5228 -0.381 -0.536 0.633
H -7.2775 -2.7791 -0.0004 1.172 0.509 0.332
H -6.0927 -3.0450 -1.2415 0.232 -0.267 0.456
H -5.9557 -1.5727 -0.4390 -0.262 1.099 0.184
H -5.0082 -4.9988 0.8188 0.052 -0.799 0.278
C -1.8937 -2.2501 -9.6244 -0.158 -0.677 2.253
C -2.3479 -1.2244 -8.5501 1.002 -0.557 0.364
C -3.8334 -1.2586 -8.3108 -0.008 1.295 -1.302
O -1.7364 -1.5382 -7.2517 -1.025 0.502 -1.470
H -0.8319 -2.4197 -9.6359 0.619 0.247 0.143
H -2.1704 -1.9035 -10.5579 -0.654 0.695 -2.076
H -2.3327 -3.2508 -9.4786 -0.137 0.406 0.159
H -2.0533 -0.1790 -8.9297 -0.201 -1.294 0.722
H -4.0623 -0.2814 -7.8766 -0.480 -0.293 0.250
H -4.1444 -2.0670 -7.6596 -0.008 -0.168 -0.122
H -4.3004 -1.2788 -9.3234 -0.154 -0.207 0.849
H -0.8180 -1.6189 -7.5095 1.087 0.042 0.305
C -5.8767 0.6806 2.3352 -1.234 1.088 0.499
C -7.2841 0.3605 2.9051 0.281 0.789 -0.180
C -7.8187 -1.0508 2.6534 0.828 -0.251 0.528
O -7.2586 0.6490 4.3987 0.125 -0.378 -2.270
H -5.8429 0.3955 1.3005 -0.171 0.081 -0.709
H -5.0717 0.1527 2.8045 0.286 -0.305 0.659
H -5.7220 1.7869 2.4158 0.095 -0.943 -0.140
H -8.0072 1.0672 2.4045 0.648 -0.365 0.823
H -8.6376 -1.1600 3.3507 -0.846 -0.172 -0.116
H -7.1135 -1.8308 3.0336 -0.373 0.681 -0.810
H -8.1739 -1.2330 1.6097 0.426 0.256 0.891
H -8.0103 0.1420 4.7009 -0.356 -0.054 0.502
C 6.6390 2.1063 -4.9754 0.471 -1.300 1.465
C 6.9554 1.1433 -6.1068 -0.613 0.147 0.431
C 8.4568 1.2132 -6.3061 0.346 0.978 -0.933
O 6.5482 -0.1959 -5.7850 -0.448 0.398 0.896
H 5.7032 1.8254 -4.4919 0.039 0.066 0.153
H 6.5670 3.1236 -5.2568 0.013 1.077 -0.581
H 7.4797 2.0263 -4.2351 -0.895 0.103 -0.326
H 6.3818 1.4934 -7.0190 0.765 -0.574 0.626
H 9.0503 0.7103 -5.5105 -0.639 0.507 -0.352
H 8.7192 2.3185 -6.4093 0.006 -1.399 0.264
H 8.6943 0.7494 -7.2558 0.361 -0.200 -0.181
H 6.1550 -0.2534 -4.8568 0.761 0.217 -1.476
C -1.9113 3.5352 5.4308 0.842 -1.482 -0.677
C -2.1977 4.5018 4.2498 -0.715 -1.433 -0.985
C -3.6887 4.5888 3.8680 -0.254 0.033 0.324
O -1.7798 5.8348 4.4439 -1.862 -0.125 0.557
H -1.8114 4.0292 6.4002 -0.039 0.160 -0.210
H -0.9331 2.9627 5.2007 -1.407 0.994 0.575
H -2.7047 2.7322 5.5400 0.756 0.978 -0.286
H -1.7239 4.0507 3.3243 -0.024 0.552 0.864
H -4.2827 4.9832 4.7308 0.310 -0.544 -0.676
H -4.1302 3.6457 3.4351 0.566 0.783 0.807
H -3.7300 5.3396 3.0819 -0.211 0.105 -0.096
H -0.8681 5.9421 4.3148 1.998 0.091 -0.300
C 4.1213 5.3290 -0.4035 0.741 0.154 1.707
C 4.4175 5.1945 -1.8268 0.594 0.865 -0.474
C 3.1844 5.0057 -2.6688 0.203 1.919 -0.269
O 5.0946 6.4510 -2.1622 0.028 -1.261 -2.849
H 3.7067 4.4301 0.0424 -0.355 0.002 0.016
H 3.5336 6.2116 -0.2729 -0.980 0.416 0.323
H 5.0431 5.5664 0.1459 -0.053 -0.280 -0.130
H 5.1178 4.3972 -1.9241 0.676 -0.840 -0.524
H 2.6529 4.1064 -2.4589 -0.383 -0.686 0.229
H 3.4614 5.0415 -3.7328 -0.291 -0.051 0.162
H 2.5616 5.9022 -2.4114 0.114 -0.851 -0.551
H 5.2959 6.3481 -3.1603 -0.336 0.579 2.408
C -2.6774 -3.9156 -3.9283 2.025 2.450 -0.691
C -1.8839 -4.9875 -3.2464 0.642 -0.064 0.449
C -0.7828 -4.3060 -2.4073 1.304 -1.981 -2.473
O -2.7090 -5.6713 -2.2943 0.251 -0.166 0.849
H -2.8725 -3.1036 -3.1994 0.040 -0.421 -0.330
H -3.5851 -4.1630 -4.3578 -2.009 -1.132 -0.681
H -2.1373 -3.4106 -4.8039 -0.274 -0.741 1.270
H -1.4981 -5.7876 -3.9065 0.092 0.673 -0.045
H 0.0016 -3.9269 -3.1415 -0.871 -0.224 1.259
H -0.3363 -5.0055 -1.6999 0.240 -0.065 -0.218
H -1.2368 -3.5599 -1.8506 -0.662 1.806 0.964
H -3.5101 -5.9650 -2.7087 -0.705 -0.200 -0.418
C 0.9201 -3.7029 2.9519 -0.903 -1.219 -0.327
C -0.5210 -4.0680 3.3213 0.119 1.164 1.117
O -1.4061 -2.9586 3.1716 0.283 1.366 1.262
O 0.9750 -3.0810 1.6691 -0.462 -1.323 -0.281
H 1.4049 -4.7362 2.9776 0.320 1.610 0.018
H 1.2422 -2.9375 3.6302 0.786 -0.138 0.945
H -0.5838 -4.5881 4.3387 0.240 0.916 -1.012
H -0.8527 -4.7789 2.6221 -0.560 -1.028 -1.043
H -1.2039 -2.2121 3.8534 -0.106 -1.920 -0.948
H 1.5464 -2.2925 1.7075 0.244 0.180 0.043
C 5.0016 -2.0474 -1.3583 -2.274 0.322 2.417
C 5.3801 -0.7016 -1.9595 -0.566 -0.278 1.436
O 5.3586 -0.7995 -3.3506 -0.626 -0.496 -0.970
O 3.6985 -2.3330 -1.8355 -0.406 0.386 -1.037
H 4.9271 -2.0269 -0.2188 0.409 0.515 -1.173
H 5.6446 -2.8781 -1.5634 0.927 -0.187 -0.666
H 6.3423 -0.5258 -1.5262 1.095 0.534 -0.520
H 4.7461 0.1650 -1.6412 0.112 -0.977 0.136
H 4.5374 -1.3091 -3.5584 0.801 0.460 0.152
H 3.1965 -3.0248 -1.3784 0.207 -0.305 0.288
C 3.5944 -0.5812 2.4341 0.036 0.631 -0.946
C 3.8804 0.9522 2.3463 1.594 -1.587 -0.232
O 4.3312 1.3825 1.0597 -0.491 -0.155 0.960
O 2.4788 -0.9693 1.5906 1.086 -0.899 1.054
H 3.3485 -0.7897 3.4839 0.028 -0.177 -0.171
H 4.4576 -1.2173 2.0983 -0.627 0.769 0.421
H 4.7349 1.1694 2.9915 -0.128 -0.149 0.259
H 3.0283 1.4488 2.7799 -0.606 0.639 -0.345
H 3.5448 1.4047 0.5124 -0.471 0.073 -0.644
H 2.0209 -0.2573 1.1687 -0.316 1.124 -0.448
C -3.0093 4.5328 -1.6366 -0.661 2.402 0.923
C -3.5867 3.9748 -0.3471 -1.005 -1.103 -0.186
O -4.2036 2.6770 -0.5112 1.189 0.363 -0.418
O -1.7234 4.1099 -1.9530 1.366 1.619 0.873
H -2.9256 5.6946 -1.4291 -0.293 -2.128 -0.872
H -3.6843 4.2835 -2.4665 -0.105 0.468 0.160
H -4.4159 4.5523 0.0150 -0.154 0.863 0.116
H -2.8395 3.9083 0.4331 0.489 0.189 0.282
H -3.5158 2.2373 -1.0402 -0.403 -0.708 0.030
H -1.7313 3.2124 -2.2224 -0.384 -1.724 -0.749
C 0.0668 5.6058 0.6445 -2.409 -2.773 0.616
C 0.7256 5.6915 1.9270 2.637 1.541 0.587
O 0.8981 7.0966 2.2133 0.831 -0.799 0.524
O 0.0602 4.2138 0.3136 0.051 -0.571 0.243
H 0.5836 6.0449 -0.0982 1.730 2.209 -2.333
H -0.9555 5.9254 0.6949 -0.599 0.657 -0.029
H 1.7410 5.2196 1.7910 -0.899 0.177 0.461
H 0.1855 5.2259 2.7234 -0.393 -0.667 0.441
H 1.7173 7.0944 2.7656 -0.705 0.310 -0.192
H -0.5635 4.0520 -0.4004 -0.346 0.232 -0.696
C 1.6899 1.3941 -1.7306 -1.190 0.856 0.517
C 1.0651 0.1471 -2.3426 1.999 0.501 -0.527
O -0.1666 -0.1380 -1.7529 -0.229 0.055 -0.402
O 1.8462 1.2136 -0.3319 1.131 -0.564 -0.344
H 1.0134 2.2719 -1.8605 0.185 -0.507 -0.180
H 2.6362 1.7204 -2.1369 0.434 -0.425 -0.430
H 1.7976 -0.6800 -2.2468 -0.491 0.126 0.096
H 0.9575 0.3533 -3.3985 -0.425 -0.126 -0.461
H 0.0528 -0.3999 -0.8617 -0.497 -0.303 1.134
H 1.1048 1.6131 0.1126 -0.908 0.338 0.911
C 2.9509 -5.5025 -0.2216 -0.445 -0.510 0.856
C 2.1456 -6.8020 -0.0544 1.744 -1.144 -0.713
O 1.0404 -6.6640 0.7682 -2.138 -0.055 -0.417
O 2.1461 -4.4309 -0.6800 -0.332 0.626 1.487
H 3.8073 -5.6818 -0.8430 0.097 -0.078 -1.151
H 3.4831 -5.2659 0.7083 -0.606 0.215 0.418
H 2.8073 -7.5332 0.4558 0.144 0.262 -0.371
H 1.9210 -7.2857 -1.0470 -0.106 0.757 0.744
H 0.2571 -7.0494 0.2931 0.810 0.530 0.648
H 1.6565 -4.0862 0.1442 0.606 -0.394 -1.370
C -2.4879 -8.4703 0.0312 0.880 0.066 1.689
C -2.9752 -7.3374 0.9749 -0.632 -0.747 0.016
O -3.6864 -6.3707 0.1929 0.342 0.354 -0.086
O -1.4212 -7.9680 -0.7841 -0.732 0.198 -0.397
H -3.3776 -8.8158 -0.5283 0.683 -0.186 0.018
H -1.9419 -9.2680 0.6181 -1.225 0.515 -0.496
H -2.1030 -6.9149 1.4943 -0.198 0.116 -0.127
H -3.7096 -7.7087 1.7640 0.920 0.354 -1.094
H -3.1154 -5.9018 -0.4674 -0.283 -0.647 0.763
H -1.8413 -7.3518 -1.4051 0.326 0.146 -0.143
C -1.4466 0.1070 2.0203 0.243 -1.555 0.446
C -1.4065 1.4958 1.4745 0.699 -1.001 -0.170
O -0.0186 1.9218 1.4606 -1.694 0.319 0.174
O -0.7449 -0.7644 1.0635 -0.532 -0.660 1.457
H -2.4835 -0.2416 2.1723 0.179 0.149 -0.355
H -0.9841 0.0157 3.0314 0.038 0.266 -0.680
H -2.0481 2.1901 2.0335 0.192 -0.167 -0.019
H -1.7883 1.3718 0.4537 -0.011 0.503 -0.095
H -0.1648 2.8696 1.2535 1.090 0.205 -0.033
H -0.6822 -1.6866 1.4789 -0.096 1.478 -0.629
C -4.9626 -3.0610 4.4979 -0.332 -0.006 0.328
C -4.9728 -2.0000 5.6494 0.600 1.031 -2.463
O -4.9084 -0.6621 5.0608 -0.540 -0.193 0.367
O -6.2952 -3.3375 3.9983 0.815 -0.121 -0.262
H -4.5707 -4.0255 4.8631 0.239 0.385 -0.009
H -4.2971 -2.6548 3.6925 -0.456 -0.394 0.637
H -4.0513 -2.0987 6.2292 -0.076 -0.154 -0.016
H -5.8104 -2.0348 6.3029 -0.827 -0.522 0.524
H -5.7978 -0.2061 4.9367 0.996 -0.979 0.319
H -6.2043 -3.8717 3.1696 0.113 0.455 0.770
C 0.2659 0.6361 5.8783 -0.065 1.089 -0.777
C 0.4607 -0.8054 6.1376 -1.446 -1.300 -0.434
C 0.7227 -1.0710 7.5819 0.502 -0.455 0.869
O 1.0764 -2.4637 7.5784 0.245 1.161 -1.118
C 1.1774 -2.9942 8.8491 -0.553 0.722 0.488
N -0.7594 -1.5693 5.7313 -0.909 1.143 -0.524
H 1.0458 1.2694 6.3061 -0.076 -0.113 0.188
H -0.7042 0.9064 6.2815 -0.097 0.330 0.384
H 0.2025 0.9231 4.8266 0.115 -0.356 -0.136
H 1.2042 -1.3385 5.5561 0.809 0.571 -0.043
H -0.2413 -0.8581 8.1905 1.562 -0.309 -0.637
H 1.6260 -0.4874 7.9625 -1.208 -0.456 -0.183
H 1.5712 -2.2007 9.5150 -0.222 -0.749 0.232
H 1.7955 -3.8659 8.8375 0.586 -0.449 0.008
H 0.1616 -3.2966 9.0556 -0.327 -0.178 1.244
H -0.7818 -2.4633 6.1927 0.013 -0.237 0.177
H -1.6535 -1.0656 5.9131 1.010 -0.435 0.050
C 2.2424 -2.5828 -6.5397 1.604 -0.670 1.456
C 1.6676 -1.2282 -6.5499 0.351 3.231 0.475
C 2.7526 -0.1010 -6.2153 -0.110 -1.873 0.879
O 2.3778 1.1820 -6.4744 -1.410 1.877 -0.704
C 3.2643 2.1161 -5.8868 0.879 -1.489 0.182
N 0.9987 -1.0243 -7.8022 0.786 1.510 -2.625
H 3.1377 -2.7100 -7.1713 -0.437 0.397 -0.168
H 1.4942 -3.2726 -6.8606 -0.448 -0.755 0.012
H 2.6340 -2.8221 -5.5285 -0.513 -0.175 -0.402
H 0.8533 -1.0096 -5.8255 0.563 -0.744 0.197
H 3.7404 -0.2134 -6.6301 0.590 -0.969 -0.541
H 2.8735 -0.1211 -5.1374 0.295 -0.701 0.699
H 2.7673 3.0458 -5.8441 -0.525 1.047 0.201
H 4.1940 2.2188 -6.4672 -0.199 -0.064 -0.072
H 3.5927 1.7480 -4.8799 -0.486 0.467 -0.495
H 0.8897 0.0073 -7.9610 -0.212 -1.082 0.389
H 1.6734 -1.2595 -8.5641 -0.718 -0.050 0.603
C 3.2407 4.6358 5.1201 -1.122 0.896 -0.341
C 3.5249 6.1210 5.3910 -0.018 -0.640 -0.037
C 5.0133 6.3336 5.3208 0.841 0.347 0.778
O 5.5721 5.9489 4.0940 -0.510 0.713 -0.762
C 6.8793 6.4266 3.7798 -0.874 -0.832 0.231
N 2.6850 6.9919 4.5306 -0.274 -0.510 0.818
H 2.1451 4.5740 4.9255 0.761 -0.474 0.014
H 3.4860 4.1102 6.0188 0.044 -0.664 0.506
H 3.8388 4.2352 4.2914 -0.387 0.257 0.084
H 3.3612 6.3392 6.4617 -0.446 -0.134 -0.251
H 5.4267 5.6146 6.0674 -0.081 0.708 0.091
H 5.2141 7.3932 5.6829 0.310 -0.925 -0.785
H 7.5280 6.1130 4.6084 0.422 0.153 -0.445
H 6.8832 7.5069 3.6602 0.096 0.217 0.046
H 7.1041 5.9414 2.8119 0.294 0.289 0.667
H 1.8231 7.2125 5.0544 0.464 -0.281 -0.431
H 3.1455 7.8713 4.4608 0.457 0.942 -0.241
```
Forces are in eV/Å.

Properties
Charge   0

Gap between HOMO and LUMO (computed, eV): 8.98 9.70 9.82
Energy (computed, hartree): -1795.4334 -503.6453 -4724.2374
Energy relative to the best compared isomer or geometry (same formula, charge and spin) (computed, kcal per mole): 15.7 35.3 48.3